[1]
{
  "formula": "C21H61N4O9",
  "method": "the ωB97M-V functional and the def2-TZVPD basis",
  "homo_ha": -0.406,
  "e_lumo_ev": -2.2,
  "total_charge": 1,
  "relative_energy_kcal_mol": 46.7,
  "symbols": ["N", "H", "H", "H", "H", "C", "O", "H", "H", "H", "H", "C", "O", "H", "H", "H", "H", "C", "O", "H", "H", "H", "H", "C", "O", "C", "C", "N", "C", "C", "O", "C", "H", "H", "H", "H", "H", "H", "H", "H", "H", "H", "H", "H", "H", "H", "H", "C", "O", "C", "C", "N", "C", "C", "O", "C", "H", "H", "H", "H", "H", "H", "H", "H", "H", "H", "H", "H", "H", "H", "H", "C", "O", "C", "C", "N", "C", "C", "O", "C", "H", "H", "H", "H", "H", "H", "H", "H", "H", "H", "H", "H", "H", "H", "H"],
  "xyz": [[1.93, -0.62, -1.19], [2.78, -0.87, -0.91], [2.05, -0.62, -2.16], [1.56, 0.30, -1.02], [1.27, -1.40, -0.75], [-0.02, -0.29, -4.23], [-0.61, -0.15, -2.92], [-0.24, 0.52, -4.84], [-0.43, -1.24, -4.47], [1.13, -0.24, -4.49], [-1.46, 0.07, -2.88], [2.65, -2.57, -4.77], [3.21, -1.81, -3.73], [3.23, -3.58, -4.98], [2.59, -2.16, -5.84], [1.58, -2.68, -4.58], [3.86, -1.29, -4.06], [2.93, -4.37, 0.85], [2.86, -3.49, -0.23], [2.39, -3.74, 1.61], [3.85, -4.61, 0.91], [2.26, -5.23, 0.63], [2.82, -3.96, -1.04], [-0.58, 2.69, -0.93], [-1.27, 2.04, 0.18], [-2.66, 1.83, -0.20], [-3.37, 1.10, 1.06], [-4.76, 1.14, 0.84], [-5.52, 0.84, 1.99], [-7.00, 0.86, 1.65], [-7.72, 0.40, 2.81], [-9.20, 0.61, 2.70], [-0.59, 1.99, -1.73], [0.33, 3.11, -0.55], [-1.18, 3.52, -1.56], [-2.61, 1.14, -1.03], [-3.14, 2.70, -0.26], [-2.99, 1.56, 2.01], [-2.87, 0.15, 1.13], [-4.84, 0.41, 0.31], [-5.31, 1.63, 2.86], [-5.39, -0.09, 2.37], [-7.18, -0.01, 0.84], [-7.50, 1.76, 1.30], [-9.50, 0.15, 3.58], [-9.61, 0.52, 1.73], [-9.24, 1.79, 3.04], [4.29, -2.22, 3.75], [4.63, -0.90, 3.23], [4.23, -0.66, 1.82], [4.53, 0.89, 1.57], [4.12, 1.10, 0.20], [3.80, 2.55, 0.05], [3.54, 2.86, -1.49], [2.31, 2.34, -1.73], [1.57, 2.82, -2.82], [3.19, -2.50, 3.80], [4.54, -2.35, 4.87], [4.87, -3.07, 3.33], [3.20, -0.98, 1.64], [4.66, -1.35, 1.21], [5.61, 1.40, 1.65], [4.10, 1.66, 2.21], [4.97, 1.00, -0.45], [4.78, 3.07, 0.50], [2.92, 2.75, 0.54], [4.29, 2.21, -2.25], [3.39, 3.93, -1.54], [0.44, 2.65, -2.75], [1.88, 2.76, -3.85], [1.66, 3.93, -2.77], [-2.53, -4.00, -1.89], [-2.03, -3.50, -0.65], [-1.45, -2.15, -0.70], [-1.01, -1.77, 0.81], [-0.62, -0.35, 0.65], [0.05, 0.00, 1.89], [0.43, 1.49, 1.75], [1.02, 1.75, 3.08], [1.00, 3.22, 3.36], [-1.67, -3.95, -2.66], [-3.49, -3.51, -1.90], [-2.84, -5.09, -1.62], [-2.52, -1.52, -0.96], [-0.76, -2.25, -1.53], [-0.22, -2.32, 0.99], [-1.93, -2.04, 1.56], [-1.49, 0.05, 0.74], [0.90, -0.56, 2.14], [-0.66, -0.06, 2.67], [-0.37, 2.16, 1.63], [1.03, 1.71, 0.89], [1.54, 3.54, 4.20], [0.03, 3.61, 3.28], [1.60, 3.74, 2.51]]
}


[2]
{
  "formula": "C43H51N7O2",
  "method": "the ωB97M-V functional and the def2-TZVPD basis",
  "homo_ha": -0.338,
  "e_lumo_ev": 0.5,
  "relative_energy_kcal_mol": 0.0,
  "smiles": "c1ccncc1.c1ccncc1.c1ccncc1.c1ccncc1.c1ccncc1.c1ccncc1.c1ccncc1.C1CCOC1.C1CCOC1",
  "symbols": ["C", "C", "C", "N", "C", "C", "H", "H", "H", "H", "H", "C", "C", "C", "N", "C", "C", "H", "H", "H", "H", "H", "C", "C", "C", "N", "C", "C", "H", "H", "H", "H", "H", "C", "C", "C", "N", "C", "C", "H", "H", "H", "H", "H", "C", "C", "C", "N", "C", "C", "H", "H", "H", "H", "H", "C", "C", "C", "N", "C", "C", "H", "H", "H", "H", "H", "C", "C", "C", "N", "C", "C", "H", "H", "H", "H", "H", "C", "C", "C", "O", "C", "H", "H", "H", "H", "H", "H", "H", "H", "C", "C", "C", "O", "C", "H", "H", "H", "H", "H", "H", "H", "H"],
  "xyz": [[-3.67, -1.63, 5.45], [-4.16, -0.44, 5.97], [-3.33, 0.67, 5.87], [-2.12, 0.68, 5.31], [-1.70, -0.49, 4.82], [-2.40, -1.68, 4.90], [-4.31, -2.51, 5.56], [-5.15, -0.41, 6.39], [-3.59, 1.63, 6.31], [-0.68, -0.52, 4.45], [-2.01, -2.59, 4.47], [2.32, -1.66, -3.74], [2.40, -0.31, -4.01], [1.54, 0.16, -5.00], [0.61, -0.58, -5.61], [0.54, -1.87, -5.31], [1.36, -2.45, -4.35], [3.03, -2.15, -3.07], [3.08, 0.39, -3.53], [1.50, 1.19, -5.33], [-0.20, -2.46, -5.84], [1.36, -3.49, -4.08], [7.14, 0.13, 2.86], [7.28, 0.16, 1.48], [6.21, -0.28, 0.71], [5.05, -0.71, 1.22], [4.94, -0.71, 2.55], [5.96, -0.32, 3.41], [7.90, 0.57, 3.49], [8.16, 0.63, 1.05], [6.28, -0.27, -0.37], [4.00, -1.03, 2.97], [5.79, -0.32, 4.47], [0.89, 0.27, -0.67], [-0.38, 0.78, -0.41], [-0.77, 0.89, 0.92], [-0.04, 0.50, 1.96], [1.14, -0.06, 1.69], [1.63, -0.19, 0.40], [1.15, 0.09, -1.71], [-1.06, 1.14, -1.17], [-1.77, 1.28, 1.12], [1.66, -0.46, 2.55], [2.54, -0.72, 0.15], [-2.13, -3.96, 0.72], [-1.60, -2.79, 0.19], [-2.47, -1.81, -0.26], [-3.80, -1.89, -0.18], [-4.27, -2.94, 0.48], [-3.49, -4.03, 0.89], [-1.47, -4.78, 0.98], [-0.55, -2.62, -0.01], [-1.98, -0.99, -0.77], [-5.34, -2.99, 0.65], [-3.96, -4.91, 1.31], [-6.46, 1.82, 1.13], [-6.30, 3.04, 1.81], [-5.21, 3.19, 2.63], [-4.30, 2.21, 2.84], [-4.52, 1.04, 2.25], [-5.60, 0.79, 1.39], [-7.30, 1.71, 0.46], [-7.07, 3.80, 1.81], [-5.02, 4.08, 3.22], [-3.74, 0.31, 2.45], [-5.73, -0.19, 0.97], [3.69, 4.31, -1.77], [2.83, 3.25, -1.80], [2.12, 2.98, -2.95], [2.34, 3.61, -4.10], [3.24, 4.59, -4.11], [3.88, 5.03, -2.96], [4.28, 4.58, -0.90], [2.50, 2.64, -0.96], [1.37, 2.20, -2.99], [3.39, 5.14, -5.04], [4.64, 5.80, -2.98], [2.79, -5.05, -0.83], [3.48, -4.23, 0.25], [2.43, -4.08, 1.34], [1.51, -5.20, 1.15], [1.97, -5.98, 0.07], [3.48, -5.66, -1.41], [2.16, -4.44, -1.49], [3.91, -3.31, -0.15], [4.34, -4.80, 0.61], [1.87, -3.16, 1.22], [2.80, -4.26, 2.35], [1.18, -6.53, -0.45], [2.67, -6.78, 0.38], [-1.78, 3.93, -2.14], [-3.20, 3.42, -1.98], [-3.95, 4.16, -3.04], [-3.03, 4.28, -4.13], [-1.71, 3.99, -3.68], [-1.01, 3.28, -1.73], [-1.71, 4.94, -1.73], [-3.67, 3.36, -0.99], [-3.23, 2.34, -2.21], [-4.17, 5.19, -2.73], [-4.87, 3.64, -3.30], [-1.06, 4.80, -4.04], [-1.30, 3.04, -4.03]]
}


[3]
{
  "formula": "C26H27CdClFN5O4",
  "method": "the ωB97M-V functional and the def2-TZVPD basis",
  "homo_ha": -0.208,
  "e_lumo_ev": -1.9,
  "relative_energy_kcal_mol": 10.2,
  "symbols": ["Cd", "C", "C", "N", "C", "C", "C", "O", "O", "C", "O", "C", "C", "C", "F", "C", "C", "C", "N", "C", "C", "N", "C", "C", "H", "H", "H", "H", "H", "H", "H", "H", "H", "H", "H", "H", "H", "H", "H", "H", "H", "H", "O", "C", "C", "C", "C", "C", "C", "C", "N", "C", "C", "N", "H", "H", "H", "H", "H", "H", "H", "Cl", "C", "H", "H"],
  "xyz": [[-0.16, -0.45, -4.11], [4.59, -1.83, 1.74], [4.17, -0.37, 1.62], [3.02, -0.18, 0.75], [3.25, 0.09, -0.57], [2.30, 0.20, -1.53], [2.80, 0.42, -2.96], [3.83, 1.11, -3.07], [2.13, -0.13, -3.87], [0.92, 0.11, -1.15], [-0.05, 0.30, -1.88], [0.68, -0.23, 0.27], [-0.63, -0.42, 0.69], [-0.90, -0.76, 1.99], [-2.19, -0.90, 2.40], [0.13, -0.94, 2.91], [1.43, -0.74, 2.51], [1.73, -0.38, 1.19], [-0.11, -1.31, 4.28], [-1.19, -2.23, 4.55], [-0.99, -2.83, 5.93], [-0.99, -1.70, 6.92], [0.11, -0.71, 6.62], [-0.10, -0.19, 5.21], [5.49, -1.93, 2.34], [4.79, -2.24, 0.75], [3.80, -2.44, 2.19], [4.98, 0.22, 1.21], [3.95, 0.05, 2.60], [4.28, 0.22, -0.86], [-1.43, -0.29, -0.03], [2.22, -0.94, 3.23], [-1.19, -3.03, 3.81], [-2.18, -1.75, 4.51], [-0.03, -3.33, 6.00], [-1.79, -3.52, 6.20], [-0.91, -2.05, 7.88], [-1.88, -1.21, 6.86], [1.05, -1.25, 6.69], [0.07, 0.08, 7.36], [0.71, 0.49, 4.96], [-1.04, 0.38, 5.17], [-2.35, -0.07, -4.59], [-3.07, 0.98, -4.51], [-4.48, 0.87, -4.30], [-5.31, 1.96, -4.27], [-4.80, 3.25, -4.43], [-3.45, 3.40, -4.61], [-2.56, 2.31, -4.64], [-1.12, 2.57, -4.76], [-0.12, 1.71, -4.88], [1.05, 2.43, -4.94], [0.77, 3.76, -4.86], [-0.61, 3.83, -4.76], [-4.86, -0.14, -4.19], [-6.38, 1.81, -4.12], [-5.46, 4.12, -4.43], [-3.07, 4.41, -4.76], [2.01, 1.95, -5.02], [1.39, 4.63, -4.87], [-1.14, 4.67, -4.66], [1.01, -3.21, -2.59], [-0.38, -2.59, -3.63], [-1.26, -2.73, -3.01], [-0.46, -3.28, -4.47]]
}